# 1
ORCA calculation (ωB97M-V with the def2-TZVPD basis set) on C4H6LuO3 as an isolated structure in a non-equilibrium geometry.

Each line ends with the Löwdin charge.
Positions of all 14 atoms, in Å:
1 H 4.13143 0.11747 1.29932  0.156
2 C 4.55862 -0.37966 -0.18547  -0.010
3 H 4.74549 -0.46940 -1.26571  0.119
4 H 4.90988 -1.28193 0.33845  0.133
5 C 3.66334 0.50402 0.25672  -0.108
6 O -0.74454 -0.35695 -1.19213  -0.095
7 C -1.28206 0.70984 -0.76757  -0.759
8 O -0.60328 1.52386 -0.07540  -0.078
9 Lu 1.28000 0.16297 -0.32979  2.209
10 O -2.55014 0.90869 -1.03221  0.070
11 C -3.15022 2.12908 -0.58752  0.014
12 H -3.12072 2.18930 0.50633  0.115
13 H -2.63080 2.98874 -1.02595  0.114
14 H -4.18558 2.09470 -0.93587  0.121

Atoms 1-2, force components in eV/Å:
-1.31 2.81 0.30
-1.00 -1.05 -3.21

Computed properties:
⟨S²⟩ = 0.7558
spin multiplicity = 2
highest occupied orbital energy (spin up / spin down) = -18.50 / -18.50 eV
charge = +2
orbital gap (spin up / spin down) = 7.60 / 6.05 eV


# 2
ORCA calculation (ωB97M-V with the def2-TZVPD basis set) on C4H6N as an isolated structure in a non-equilibrium geometry.

Each line ends with the Löwdin charge.
Positions of all 11 atoms, in Å:
1 C -0.43746 1.39777 0.29566  0.087
2 C -1.14491 0.23095 -0.29158  0.011
3 C 0.41086 0.46006 0.55503  0.072
4 C -1.20492 -0.97761 0.56430  0.017
5 N -0.00520 -0.69527 -0.23109  0.082
6 H -0.64824 2.44704 0.67730  0.172
7 H 3.04119 0.22625 -0.96794  0.042
8 H 2.57166 0.52178 -1.52746  0.028
9 H -1.04718 -0.76276 1.63986  0.151
10 H -1.87357 -1.79719 0.40609  0.136
11 H 0.33777 -1.05103 -1.12016  0.204

Atoms 1-2, force components in eV/Å:
-0.63 3.60 0.17
0.40 -0.70 1.26

Computed properties:
highest occupied orbital energy (spin up / spin down) = -15.56 / -15.57 eV
relative energy (zero: lowest compared OMol25 entry of this formula, charge and spin) = 171.8 kcal/mol
charge = +1
orbital gap (spin up / spin down) = 8.90 / 8.90 eV


# 3
ORCA calculation (ωB97M-V with the def2-TZVPD basis set) on an isolated ion of composition C4H6N and charge +1 in a non-equilibrium geometry.

Each line ends with the Löwdin charge.
Positions of all 11 atoms, in Å:
1 C 0.39394 1.74332 0.70108  0.134
2 N -0.35405 0.89873 0.17551  -0.042
3 C -1.52744 0.24292 -0.09419  0.156
4 C -0.44113 -0.49461 -0.28646  0.019
5 C 0.57747 -1.60685 -0.50022  0.047
6 H 1.48666 1.86484 0.54773  0.137
7 H -0.08781 2.66565 0.81122  0.094
8 H -2.61613 0.42460 0.10982  0.172
9 H 0.42158 -2.18786 0.42452  0.120
10 H 1.58415 -1.32426 -0.53275  0.074
11 H 0.56276 -2.22648 -1.35626  0.088

Atoms 1-2, force components in eV/Å:
1.51 2.29 -1.19
1.07 -2.98 -0.30

Computed properties:
SMILES = C=[N+]1C=C1C
highest occupied orbital energy = -15.26 eV
relative energy (zero: lowest compared OMol25 entry of this formula, charge and spin) = 62.0 kcal/mol
charge = +1
orbital gap = 10.99 eV


# 4
ORCA calculation (ωB97M-V with the def2-TZVPD basis set) on an isolated ion of composition C4H6N and charge +1 in a non-equilibrium geometry.

Each line ends with the Löwdin charge.
Positions of all 11 atoms, in Å:
1 C 0.13121 2.09756 -0.23213  0.155
2 C 0.01894 0.77644 -0.09403  -0.174
3 C -1.01248 -0.22498 0.25923  -0.011
4 C 0.33095 -0.66263 -0.16479  -0.099
5 N 0.88013 -1.84468 -0.24227  0.239
6 H 1.17538 2.52341 -0.36047  0.115
7 H -0.79328 2.72907 -0.09080  0.123
8 H -1.97594 -0.34049 -0.23503  0.143
9 H -0.97486 -0.32779 1.32571  0.135
10 H 0.25563 -2.59164 0.00324  0.139
11 H 1.96432 -2.13427 -0.16866  0.235

Atoms 1-2, force components in eV/Å:
1.49 0.03 0.29
-0.32 -0.51 -0.39

Computed properties:
SMILES = C=C1CC1=[NH2+]
highest occupied orbital energy = -15.23 eV
relative energy (zero: lowest compared OMol25 entry of this formula, charge and spin) = 45.1 kcal/mol
charge = +1
orbital gap = 9.43 eV


# 5
ORCA calculation (ωB97M-V with the def2-TZVPD basis set) on a 2-piece molecular cluster, C4H6N2 overall in a non-equilibrium geometry.

Each line ends with the Löwdin charge.
Positions of all 12 atoms, in Å:
1 C -1.28965 -1.87157 20.45499  -0.220
2 C -2.41831 -0.95004 20.38006  -0.330
3 N -3.27833 -0.15334 20.31590  0.088
4 H -0.84761 -1.88013 21.45130  0.045
5 H -0.60685 -1.75776 19.61301  0.044
6 H -1.72389 -2.85691 20.28570  0.040
7 C 2.43836 -1.67754 21.43279  -0.400
8 C 1.80044 -0.40610 21.47064  -0.424
9 N 1.32163 0.65946 21.45826  0.104
10 H 2.05709 -2.17591 20.54152  0.006
11 H 2.14803 -2.32160 22.26285  0.015
12 H 3.52426 -1.69731 21.52527  0.032

Atoms 1-2, force components in eV/Å:
-0.95 -0.87 -0.26
-1.77 2.58 -0.16

Computed properties:
⟨S²⟩ = 0.7502
spin multiplicity = 2
highest occupied orbital energy (spin up / spin down) = 0.70 / -8.01 eV
relative energy (zero: lowest compared OMol25 entry of this formula, charge and spin) = 10.8 kcal/mol
charge = -1
orbital gap (spin up / spin down) = 3.22 / 12.08 eV


# 6
ORCA calculation (ωB97M-V with the def2-TZVPD basis set) on a single C4H6N2 molecule in a non-equilibrium geometry.

Each line ends with the Löwdin charge.
Positions of all 12 atoms, in Å:
1 H 0.06411 0.66674 -2.42767  0.061
2 N 0.95799 0.30869 -2.05019  0.142
3 C 0.48426 0.01164 -0.91639  -0.336
4 C 0.95376 -0.80367 0.25131  -0.125
5 N -0.39494 -0.76497 0.88363  -0.047
6 C -0.69997 0.63454 1.15002  -0.129
7 C -0.93176 0.09809 -0.21490  -0.157
8 H 1.20386 -1.82127 -0.06169  0.122
9 H 1.75733 -0.39626 0.86724  0.116
10 H 0.11052 1.34543 1.30805  0.112
11 H -1.55392 0.77077 1.81060  0.108
12 H -1.95124 -0.04973 -0.60002  0.133

Atoms 1-2, force components in eV/Å:
0.90 0.42 -1.13
-1.75 0.02 0.71

Computed properties:
SMILES = [H]/N=C1/CN2C[C@@H]12
highest occupied orbital energy = -9.74 eV
relative energy (zero: lowest compared OMol25 entry of this formula, charge and spin) = 67.8 kcal/mol
orbital gap = 10.78 eV


# 7
ORCA calculation (ωB97M-V with the def2-TZVPD basis set) on a single C4H6N2 molecule in a non-equilibrium geometry.

Each line ends with the Löwdin charge.
Positions of all 12 atoms, in Å:
1 C 1.59035 -0.63527 0.52922  -0.038
2 C 0.24415 -0.15206 0.03682  -0.295
3 C -0.66688 0.64142 0.67796  -0.045
4 C -1.76852 0.76099 -0.21543  -0.181
5 N -1.60175 0.05008 -1.28886  -0.002
6 N -0.36820 -0.53252 -1.17149  -0.006
7 H 1.99698 -1.42853 -0.10239  0.073
8 H 2.31741 0.18443 0.55777  0.076
9 H 1.53049 -1.03466 1.55181  0.080
10 H -0.60471 1.06980 1.66758  0.100
11 H -2.65393 1.37389 -0.15464  0.097
12 H -0.01539 -0.29757 -2.08836  0.142

Atoms 1-2, force components in eV/Å:
-0.11 0.05 -0.20
-0.26 0.12 -0.21

Computed properties:
SMILES = Cc1ccn[nH]1
highest occupied orbital energy = -9.27 eV
relative energy (zero: lowest compared OMol25 entry of this formula, charge and spin) = 25.5 kcal/mol
orbital gap = 10.29 eV


# 8
ORCA calculation (ωB97M-V with the def2-TZVPD basis set) on a single C4H6N2 molecule in a non-equilibrium geometry.

Each line ends with the Löwdin charge.
Positions of all 12 atoms, in Å:
1 N 2.68367 1.50900 -0.38816  0.142
2 C 1.99000 0.58666 -0.49093  -0.199
3 C 1.04794 -0.55176 -0.63234  -0.202
4 N -0.06682 -0.36638 0.27286  -0.126
5 C -1.39235 -0.59712 -0.27790  -0.140
6 C -0.91721 0.78254 -0.00883  -0.141
7 H 0.75048 -0.61753 -1.69501  0.122
8 H 1.56815 -1.48506 -0.38594  0.123
9 H -2.10767 -1.08264 0.38245  0.104
10 H -1.45558 -0.89310 -1.32476  0.103
11 H -0.67844 1.40815 -0.85947  0.107
12 H -1.27367 1.32543 0.86310  0.107

Atoms 1-2, force components in eV/Å:
-0.83 -1.17 -0.13
0.63 0.74 0.05

Computed properties:
SMILES = N#CCN1CC1
highest occupied orbital energy = -9.94 eV
relative energy (zero: lowest compared OMol25 entry of this formula, charge and spin) = 45.3 kcal/mol
orbital gap = 10.85 eV


# 9
ORCA calculation (ωB97M-V with the def2-TZVPD basis set) on a 3-piece molecular cluster, C4H6N2 overall in a non-equilibrium geometry.

Each line ends with the Löwdin charge.
Positions of all 12 atoms, in Å:
1 C -1.35245 0.87756 0.00841  -0.019
2 C -0.28451 -0.14144 -0.03591  -0.346
3 N 0.25885 -0.94012 -0.87923  0.107
4 C 1.17706 -0.57174 0.21085  -0.240
5 C 2.22534 0.32676 -0.22124  -0.244
6 N 3.10689 1.04429 -0.45761  0.111
7 H -1.14507 1.60395 -0.78768  0.101
8 H -2.33829 0.43788 -0.16257  0.089
9 H -1.34016 1.39806 0.96722  0.090
10 H -0.59770 -1.13735 1.41262  0.100
11 H -0.00017 -1.73804 -1.44710  0.161
12 H 0.29021 -1.15981 1.39224  0.089

Atoms 1-2, force components in eV/Å:
-0.03 -0.01 0.08
0.15 -0.09 -0.18

Computed properties:
highest occupied orbital energy = -8.50 eV
relative energy (zero: lowest compared OMol25 entry of this formula, charge and spin) = 155.5 kcal/mol
orbital gap = 8.60 eV


# 10
ORCA calculation (ωB97M-V with the def2-TZVPD basis set) on a single C4H6N2 molecule.

Each line ends with the Löwdin charge.
Positions of all 12 atoms, in Å:
1 C -1.84307 -0.29766 0.01633  -0.037
2 C -0.35800 -0.11764 0.02553  -0.349
3 N 0.49137 -1.05454 -0.19098  0.103
4 C 1.78544 -0.40633 -0.14763  -0.268
5 N 1.62610 0.99963 0.17259  0.065
6 C 0.36015 1.16114 0.24754  -0.109
7 H -2.34534 0.49491 0.57870  0.074
8 H -2.11322 -1.26779 0.43925  0.080
9 H -2.21547 -0.26622 -1.01349  0.084
10 H 2.25499 -0.47085 -1.13616  0.127
11 H 2.45317 -0.90342 0.56418  0.123
12 H -0.09613 2.12877 0.44413  0.109

Atoms 1-2, force components in eV/Å:
-0.05 -0.02 0.02
0.06 -0.18 -0.06

Computed properties:
SMILES = CC1=NCN=C1
highest occupied orbital energy = -10.38 eV
relative energy (zero: lowest compared OMol25 entry of this formula, charge and spin) = 16.2 kcal/mol
orbital gap = 11.03 eV